C15H16NO2PSe4Te2Tl | wB97M-V/def2-TZVPD

Last column: Mulliken charge in e.
CARTESIAN COORDINATES (ANGSTROEM)
Tl1 0.38711 -2.55588 -0.19191  0.851
N1 0.93400 -4.06281 -2.18364  -0.325
C1 0.56683 -3.61447 -3.53063  -0.638
C2 1.21595 -2.27430 -3.84522  -0.469
C3 0.46615 -1.09004 -3.24427  0.435
O1 0.19152 -0.14090 -3.96976  -0.724
O2 0.17531 -1.15708 -1.98957  -0.249
H1 1.93639 -4.21390 -2.11230  0.219
H2 0.47512 -4.93528 -1.93984  0.228
H3 -0.51974 -3.51459 -3.56462  0.323
H4 0.85233 -4.35340 -4.28557  0.384
H5 1.26583 -2.11938 -4.92102  0.243
H6 2.23943 -2.26735 -3.45173  0.230
Se1 -1.39160 -4.60982 0.24845  -0.446
Te1 -0.32079 -5.54250 2.28265  -0.078
Te2 2.08110 -6.00650 1.13484  -0.161
Se2 2.71406 -3.62165 0.78880  -0.387
Se3 -1.74498 -0.77482 0.54732  -0.295
P1 -0.13236 0.64911 0.83533  0.362
Se4 1.86839 -0.08383 0.50968  -0.610
C4 -0.46180 2.12310 -0.19102  0.763
C5 0.53588 2.68937 -0.97398  -0.232
C6 0.25752 3.79785 -1.76453  -0.653
C7 -1.01537 4.34590 -1.77516  -0.379
C8 -2.02006 3.77437 -1.00392  -0.743
C9 -1.74738 2.66170 -0.22548  -0.276
C10 -0.26199 1.26115 2.56314  1.102
C11 -1.49869 1.66574 3.06618  -0.376
C12 -1.62457 2.06632 4.38628  -0.739
C13 -0.51863 2.05014 5.22927  -0.393
C14 0.71117 1.64387 4.73802  -0.613
C15 0.84023 1.25306 3.40912  -0.390
H7 1.52283 2.24747 -0.97736  0.217
H8 1.03695 4.22217 -2.38499  0.363
H9 -1.23301 5.20477 -2.39871  0.365
H10 -3.02199 4.18591 -1.02268  0.358
H11 -2.54688 2.18939 0.33062  0.204
H12 -2.37574 1.63925 2.43318  0.175
H13 -2.59084 2.37820 4.76342  0.367
H14 -0.62231 2.34010 6.26801  0.362
H15 1.57660 1.62073 5.38930  0.381
H16 1.79803 0.92884 3.02432  0.243

Properties
Charge: -1
Spin multiplicity: 1
LUMO energy: 1.69 eV
Electronic energy: -11442.25289 Ha


C15H17BCl4OSi | wB97M-V/def2-TZVPD

Last column: Mulliken charge in e.
CARTESIAN COORDINATES (ANGSTROEM)
Cl1 3.60192 -0.97894 2.93334  -0.291
B1 2.92578 0.68210 2.71013  0.566
Cl2 3.24388 1.87521 4.12497  -0.314
Cl3 3.62485 1.52949 1.15089  -0.298
O1 1.49303 0.45602 2.50989  -0.468
C1 0.74992 1.05472 1.50209  -0.571
C2 -0.72179 1.12653 1.97512  0.591
C3 -1.41843 2.33443 2.20933  -0.383
C4 -2.74564 2.32807 2.68428  -0.595
C5 -3.37884 1.09779 2.93308  0.335
Cl4 -5.02404 1.09086 3.32616  -0.198
C6 -2.70539 -0.10602 2.63480  -0.627
C7 -1.38823 -0.08643 2.19899  -0.356
H1 1.08579 2.02587 1.13419  0.735
H2 -0.85750 3.26777 2.07175  0.383
H3 -3.27308 3.27351 2.82556  0.395
H4 -3.23184 -1.03855 2.70434  0.424
H5 -0.80444 -1.01466 2.07052  0.425
C8 2.18278 1.17790 -2.26489  -0.976
Si1 1.45648 -0.15821 -1.16655  -0.254
C9 2.64939 -1.48334 -0.74529  -0.915
H6 0.86004 0.51976 0.17976  0.314
C10 -0.03240 -0.92835 -1.99188  0.510
C11 0.17810 -1.65099 -3.17439  -0.342
C12 -0.89712 -2.24890 -3.83797  -0.730
C13 -2.17892 -2.13282 -3.30408  -0.397
C14 -2.38195 -1.44094 -2.11470  -0.679
C15 -1.31862 -0.84482 -1.47243  0.035
H7 1.41325 1.90313 -2.57133  0.364
H8 2.97262 1.69339 -1.69770  0.301
H9 2.62745 0.73986 -3.17197  0.331
H10 2.21371 -2.16922 -0.01812  0.323
H11 2.92379 -2.05376 -1.62545  0.421
H12 3.53245 -1.03975 -0.29235  0.327
H13 1.18272 -1.74975 -3.58360  0.277
H14 -0.71645 -2.79942 -4.76384  0.364
H15 -3.00930 -2.58509 -3.82845  0.381
H16 -3.36726 -1.36506 -1.69393  0.430
H17 -1.46673 -0.30142 -0.56030  0.163

Properties
Spin multiplicity: 1
LUMO energy: -1.74 eV
Energy above the lowest of the compared OMol25 structures with the same formula, charge and spin: 0.00 kcal per mole
Electronic energy: -2812.23963 Ha


C15H17F3NO5S2 | wB97M-V/def2-TZVPD

Last column: Mulliken charge in e.
CARTESIAN COORDINATES (ANGSTROEM)
O1 -3.11783 -1.35444 0.56663  -0.644
S1 -2.71935 -0.93305 -0.74468  1.193
O2 -3.73273 -0.86557 -1.75559  -0.640
F1 -2.31897 0.61264 -0.52042  -0.281
N1 -1.43521 -1.59923 -1.29643  -0.526
S2 0.06036 -1.25531 -0.86992  1.171
O3 0.90710 -2.29878 -1.40246  -0.706
O4 0.20662 -0.91696 0.52344  -0.634
C1 0.45831 0.19752 -1.84285  -0.722
C2 1.81671 0.80567 -1.47547  -0.165
C3 1.77214 2.12043 -0.71024  -0.600
O5 1.57834 1.92467 0.68716  -0.482
H1 -0.35309 0.91939 -1.75802  0.387
H2 0.46455 -0.18498 -2.86379  0.345
H3 2.36647 0.99864 -2.40157  0.438
H4 2.40435 0.08494 -0.90624  -0.082
H5 0.95555 2.74568 -1.09386  0.273
H6 2.71059 2.65813 -0.88541  0.395
H7 2.19861 2.47694 1.16351  0.276
F2 4.76012 -0.11384 -0.64550  -0.217
C4 5.53206 -1.14798 -0.26269  0.446
C5 4.99962 -2.06346 0.62427  -0.433
C6 5.79489 -3.12949 1.01734  -0.312
C7 7.08826 -3.26499 0.52831  -0.582
C8 7.59033 -2.33005 -0.36601  -0.261
C9 6.80958 -1.25669 -0.77402  -0.591
H8 3.98248 -1.93925 0.97171  0.486
H9 5.39455 -3.86304 1.70495  0.356
H10 7.70041 -4.10159 0.83841  0.357
H11 8.59552 -2.43487 -0.75413  0.340
H12 7.17261 -0.51656 -1.47386  0.401
F3 -7.27537 3.00835 3.59606  -0.336
C10 -6.95357 2.33049 2.46307  0.484
C11 -7.67024 2.59539 1.31434  -0.531
C12 -7.33348 1.90048 0.15863  -0.214
C13 -6.30736 0.96622 0.17047  -0.604
C14 -5.60636 0.72083 1.34515  -0.183
C15 -5.92618 1.41042 2.50754  -0.653
H13 -8.46529 3.32867 1.33316  0.400
H14 -7.87810 2.09703 -0.75664  0.350
H15 -6.03288 0.42941 -0.72847  0.437
H16 -4.80488 -0.00651 1.34238  0.445
H17 -5.38926 1.24466 3.43171  0.420

Properties
Charge: -1
Spin multiplicity: 1
LUMO energy: 2.61 eV
Energy above the lowest of the compared OMol25 structures with the same formula, charge and spin: 0.00 kcal per mole
Electronic energy: -2108.77899 Ha


C15H17F5N2Pd | wB97M-V/def2-TZVPD

Last column: Mulliken charge in e.
CARTESIAN COORDINATES (ANGSTROEM)
C1 -3.31687 -2.34289 0.90290  -1.368
C2 -2.21948 1.98632 -1.34653  -0.685
H1 -3.94446 -2.66322 0.04770  0.279
H2 -3.95590 -2.09856 1.76746  0.387
H3 -2.57116 -3.10666 1.15061  0.396
H4 -1.34430 1.93902 -1.99127  0.138
H5 -2.72289 1.00717 -1.39763  0.199
H6 -2.91574 2.73275 -1.73235  0.344
C3 -0.57294 -2.73404 -0.82103  -0.080
C4 0.33309 -3.80494 -0.78264  -0.734
C5 1.68319 -3.52746 -0.97840  -0.520
C6 2.05828 -2.20969 -1.21146  -0.780
H7 -1.64164 -2.90234 -0.65808  0.518
H8 -0.05167 -4.80120 -0.59354  0.409
H9 2.43420 -4.31349 -0.94904  0.413
H10 3.09671 -1.92397 -1.35511  0.415
N1 -0.20550 -1.46941 -0.99299  -0.086
C7 1.07533 -1.19082 -1.25564  0.578
C8 1.47947 0.20194 -1.61493  0.442
N2 0.74719 1.23476 -1.19700  -0.008
C9 1.18511 2.47878 -1.38680  -0.079
C10 3.13099 1.71479 -2.56772  -0.473
C11 2.38604 2.77534 -2.04931  -0.773
H11 0.55500 3.28601 -1.00465  0.316
H12 2.68281 3.81627 -2.14338  0.390
C12 2.65876 0.41961 -2.36775  -0.765
H13 3.17182 -0.44902 -2.76944  0.436
H14 4.05861 1.87998 -3.11289  0.404
Pd1 -2.62018 -0.62929 0.26304  0.170
C13 -1.80873 2.32382 0.06114  -0.670
H15 -1.74319 3.40427 0.23292  0.380
H16 -0.82531 1.88594 0.25111  0.008
H17 -2.51855 1.90633 0.78658  0.486
F1 -1.00367 -1.93960 2.29168  -0.282
C14 -1.55196 -0.67576 2.12355  0.682
F2 -2.46607 -0.46308 3.13629  -0.331
C15 -0.36839 0.27346 2.39545  0.572
F3 0.23685 -0.07310 3.55428  -0.308
F4 0.56715 0.17672 1.41692  -0.163
F5 -0.75887 1.56263 2.52475  -0.257

Properties
Spin multiplicity: 3
LUMO energy (spin up / spin down): -0.04 / -1.53 eV
Energy above the lowest of the compared OMol25 structures with the same formula, charge and spin: 4.90 kcal per mole
Electronic energy: -1318.36072 Ha


C15H17N2NaO5S7 | wB97M-V/def2-TZVPD

Last column: Mulliken charge in e.
CARTESIAN COORDINATES (ANGSTROEM)
Na1 -1.34301 -1.39254 -0.37290  0.811
C1 3.51216 1.37668 0.48572  -0.529
C2 3.23170 0.41264 1.63860  -0.925
S1 1.80923 -0.67247 1.43966  0.166
C3 2.52665 -2.04794 0.52982  -0.791
C4 2.96471 -1.74672 -0.90170  -0.856
S2 1.63029 -1.10049 -1.94518  0.104
C5 2.08605 0.61992 -2.29517  -0.996
C6 1.38136 1.72306 -1.50838  0.069
S3 2.09682 2.40432 0.03968  -0.183
H1 3.86811 0.85242 -0.39545  0.053
H2 4.31296 2.05867 0.78537  0.417
H3 3.02377 0.99490 2.53857  0.375
H4 4.12115 -0.19173 1.84947  0.415
H5 1.72686 -2.79216 0.51601  0.334
H6 3.35912 -2.47699 1.09798  0.465
H7 3.30614 -2.67886 -1.35956  0.462
H8 3.81494 -1.06618 -0.92139  0.314
H9 1.74863 0.74524 -3.32631  0.411
H10 3.17354 0.72604 -2.32111  0.542
H11 0.36252 1.39451 -1.29242  -0.233
H12 1.31070 2.58962 -2.16826  0.402
C7 -2.05099 2.64795 0.58959  -1.021
C8 -2.06046 1.53583 1.57616  0.090
N1 -1.62951 0.32153 1.34525  0.057
C9 -1.78909 -0.36960 2.52476  0.616
C10 -2.33001 0.44552 3.48395  -0.178
N2 -2.48939 1.65119 2.86025  0.012
C11 -2.73276 0.28224 4.92352  0.646
O1 -2.55399 -0.87115 5.41078  -0.796
O2 -3.18999 1.28860 5.48029  -0.768
C12 -1.42245 -1.80402 2.59020  0.245
O3 -1.64054 -2.42158 3.72135  -0.649
O4 -0.95109 -2.36338 1.61175  -0.673
H13 -2.27631 2.25015 -0.39963  0.119
H14 -1.06605 3.11777 0.55526  0.088
H15 -2.79061 3.40693 0.84602  0.420
H16 -2.87854 2.44818 3.33935  0.203
H17 -2.04349 -1.77890 4.43866  0.460
O5 -2.96179 -1.14242 -7.48875  -0.684
C13 -2.71345 -1.16465 -6.29612  0.559
S4 -2.35911 -2.61675 -5.37986  -0.234
C14 -2.01714 -1.87684 -3.80886  -0.024
C15 -2.09150 -0.52632 -3.77411  -0.082
S5 -1.83086 0.56195 -2.42644  -0.451
S6 -2.51719 0.26389 -5.29649  -0.244
S7 -1.63811 -3.01807 -2.53992  -0.537

Properties
Charge: -2
Spin multiplicity: 1
LUMO energy: 3.68 eV
Energy above the lowest of the compared OMol25 structures with the same formula, charge and spin: 3.24 kcal per mole
Electronic energy: -4017.37589 Ha


C15H17N3O3 | wB97M-V/def2-TZVPD

Last column: Mulliken charge in e.
CARTESIAN COORDINATES (ANGSTROEM)
C1 3.38945 1.55256 -1.10999  -1.105
C2 2.96810 0.53220 -0.12136  -0.579
N1 3.75485 0.13788 0.84002  -0.785
O1 3.06372 -0.77524 1.59376  -0.241
C3 1.83355 -0.92708 1.07625  0.847
N2 0.96529 -1.72541 1.76452  -0.372
C4 1.70735 -0.13322 -0.04183  0.189
C5 0.52499 0.07362 -0.94850  2.311
O2 0.89365 0.24045 -2.29904  -0.639
C6 -0.19583 1.34646 -0.45422  0.050
O3 0.24039 2.46998 -0.45298  -0.693
N3 -1.41353 0.97433 0.05122  0.176
C7 -2.29512 1.96492 0.64583  -0.150
C8 -3.57268 2.14335 -0.17147  -1.313
C9 -2.57104 1.64615 2.11359  -1.310
C10 -1.64968 -0.38148 -0.13447  0.563
C11 -2.76062 -1.14872 0.17180  -0.513
C12 -2.74298 -2.49823 -0.15563  -0.794
C13 -1.65171 -3.07902 -0.77722  -0.767
C14 -0.53063 -2.31283 -1.07782  0.534
C15 -0.53750 -0.97624 -0.74529  -1.248
H1 2.58978 2.27912 -1.23535  0.263
H2 3.58817 1.09341 -2.07721  0.250
H3 4.29236 2.04157 -0.75736  0.424
H4 0.21861 -2.13990 1.22924  0.166
H5 1.40938 -2.32994 2.43814  0.294
H6 1.52718 -0.44621 -2.53520  0.487
H7 -1.71778 2.89676 0.59396  0.293
H8 -4.20095 1.25808 -0.13341  0.265
H9 -4.13812 2.98514 0.21924  0.441
H10 -3.32363 2.34608 -1.21033  0.366
H11 -3.09755 2.47875 2.57228  0.437
H12 -1.63408 1.49409 2.64436  0.372
H13 -3.17842 0.75228 2.22293  0.264
H14 -3.63224 -0.72996 0.64570  0.315
H15 -3.60686 -3.10323 0.07547  0.419
H16 -1.66953 -4.12747 -1.03164  0.399
H17 0.32690 -2.75811 -1.56166  0.385

Properties
SMILES: Cc1noc(N)c1[C@]1(O)C(=O)N(C(C)C)c2ccccc21
Spin multiplicity: 1
LUMO energy: 0.54 eV
Energy above the lowest of the compared OMol25 structures with the same formula, charge and spin: 69.02 kcal per mole
Electronic energy: -971.78297 Ha